[1]
DFT (wB97M-V/def2-TZVPD) results for a 2-piece molecular cluster, C5H11NO overall in a non-equilibrium geometry.

```
18
Properties=species:S:1:pos:R:3:forces:R:3:nbo_charge:R:1
H -1.304 -1.140 0.539 0.2 -0.2 0.4 0.224
H -1.638 1.768 -1.436 0.5 0.2 -0.3 0.198
C 1.278 -1.900 0.095 -1.2 -0.4 0.4 0.519
H -0.501 1.354 1.248 -0.4 -0.3 0.5 0.186
H 1.238 0.251 0.523 -0.4 0.4 -0.2 0.230
C -0.916 2.092 -0.665 -2.4 -0.8 -0.6 -0.624
H -1.300 3.077 -0.449 0.3 0.5 0.4 0.214
H -2.238 1.173 0.905 0.2 0.0 -0.5 0.218
C 0.673 -0.415 -0.132 0.1 -0.2 0.2 -0.496
H -1.256 -0.430 -1.036 0.0 -0.2 0.2 0.213
H 0.068 2.158 -1.139 0.0 -0.3 0.6 0.215
O 0.553 -2.862 -0.131 0.6 0.5 -0.1 -0.604
C -0.847 -0.334 -0.020 -0.4 0.9 -0.7 -0.434
N 2.603 -1.797 0.290 -0.6 0.0 1.7 -0.576
H 1.049 -0.201 -1.146 -0.2 -0.2 0.3 0.260
H 0.801 -1.107 1.789 1.5 -0.6 -1.7 0.301
C -1.231 1.068 0.478 2.0 0.8 -0.2 -0.389
H 2.968 -2.754 0.284 0.1 0.0 -0.3 0.346
```
Forces are in eV/Å.

The value obtained for the max |F| is 2.625 eV/A. For the gap between HOMO and LUMO, the calculation gives 6.4 eV. The value obtained for the HOMO energy is -9.72 eV. For the energy above the lowest of the compared OMol25 structures with the same formula, charge and spin, the calculation gives 6.992 eV.

[2]
DFT (wB97M-V/def2-TZVPD) results for an isolated molecule of C4H6N2.

```
12
Properties=species:S:1:pos:R:3:forces:R:3:nbo_charge:R:1
H 1.478 -1.862 0.072 -0.1 0.2 0.1 0.229
H -1.251 -0.443 1.645 0.1 0.1 -0.2 0.403
C 1.337 -0.929 0.629 0.0 0.0 0.0 -0.643
C -1.285 1.114 -0.982 -0.1 0.0 0.0 -0.051
C 0.180 -0.141 0.100 -0.1 0.1 0.0 0.146
H -1.801 1.751 -1.690 0.1 -0.1 0.1 0.207
H 2.261 -0.348 0.545 -0.1 -0.1 0.0 0.232
N -1.904 0.735 0.127 0.1 0.0 -0.2 -0.273
N -0.997 -0.022 0.763 0.1 -0.1 0.1 -0.334
H 1.201 -1.186 1.685 0.0 0.1 -0.2 0.218
C 0.025 0.596 -1.056 0.0 0.0 0.0 -0.359
H 0.757 0.736 -1.840 -0.1 0.0 0.1 0.227
```
Forces are in eV/Å.

The value obtained for the max |F| is 0.255 eV/A. For the gap between HOMO and LUMO, the calculation gives 10.0 eV. The value obtained for the HOMO energy is -9.04 eV. For the energy above the lowest of the compared OMol25 structures with the same formula, charge and spin, the calculation gives 0.487 eV. Its structure (SMILES) is Cc1ccn[nH]1.

[3]
DFT (wB97M-V/def2-TZVPD) results for a 4-piece molecular cluster, C10H21F3N2O5S4 overall.

```
45
Properties=species:S:1:pos:R:3:forces:R:3:nbo_charge:R:1
H 1.132 -3.674 -0.344 0.0 0.0 0.0 0.261
H -3.131 1.079 -2.248 0.0 0.0 0.0 0.244
O 0.450 1.856 0.317 0.1 0.1 0.1 -0.502
H 0.518 -0.496 1.619 0.0 0.0 0.0 0.220
H -0.100 -2.441 -0.704 0.0 0.0 0.0 0.236
H 3.384 3.837 2.633 -0.2 -0.1 0.0 0.207
N -0.817 4.442 1.115 0.4 0.0 0.4 -0.362
H -5.968 -1.034 -0.861 0.0 0.0 0.0 0.231
H -4.398 -0.140 -2.558 0.0 0.0 0.0 0.231
H -4.846 1.558 -2.174 0.0 0.0 0.0 0.226
H 4.801 -3.308 -1.745 0.0 0.0 0.0 0.233
H 1.508 -1.947 -0.081 0.0 0.0 0.0 0.212
H -6.005 -0.560 0.858 0.0 0.0 0.0 0.242
H 3.521 -4.341 -5.164 0.0 0.0 0.0 0.240
F -1.976 1.834 1.720 -0.1 0.1 -0.2 -0.306
H -6.496 0.616 -0.388 0.0 0.0 0.0 0.226
C -0.427 5.586 1.313 -0.2 0.0 -0.3 0.224
H -0.741 -0.972 2.796 0.0 0.0 0.0 0.231
N -0.249 3.402 1.933 -0.2 0.2 -0.1 -0.426
H -1.147 -0.898 1.064 0.0 0.0 0.0 0.264
C -4.136 0.752 -1.989 0.0 0.0 0.0 -0.831
O -3.273 -0.854 -0.089 0.1 0.0 0.0 -0.996
H 2.526 2.394 3.251 0.0 0.1 -0.1 0.198
S 2.924 -3.154 -3.212 0.0 0.0 0.0 1.254
C -0.360 -1.119 1.787 -0.1 0.1 0.0 -0.845
F -2.126 3.401 3.171 -0.2 0.3 0.3 -0.299
C -5.828 -0.214 -0.158 0.0 0.0 0.0 -0.830
O 2.295 -4.315 -2.531 0.0 0.0 0.0 -0.988
H 4.738 -1.725 -2.595 0.0 0.0 0.0 0.226
C 4.096 -3.833 -4.393 0.0 0.0 -0.1 -0.831
O 1.322 -3.015 2.509 0.0 0.0 0.0 -1.002
F -0.665 1.814 3.419 0.1 -0.1 0.1 -0.314
H 4.676 -3.024 -4.836 0.0 0.0 0.0 0.225
C 2.416 3.341 2.719 0.0 0.3 0.1 -0.260
H 1.708 3.991 3.235 0.1 -0.1 0.0 0.200
S -4.126 0.355 -0.238 0.0 0.0 0.0 1.263
O 1.986 3.084 1.368 -0.1 -0.3 -0.1 -0.498
C 0.728 -2.709 -0.047 0.0 0.0 -0.1 -0.839
C 0.740 2.667 1.136 0.0 0.0 0.1 0.899
C -1.276 2.616 2.539 0.4 -0.4 -0.3 1.082
H 4.744 -4.545 -3.882 0.0 0.0 0.0 0.231
S 0.126 -2.836 1.636 0.0 0.0 0.1 1.254
C 4.159 -2.496 -2.085 0.0 0.0 0.0 -0.832
S -0.040 7.082 1.420 0.0 -0.1 0.0 0.156
H 3.633 -2.061 -1.239 0.0 0.0 0.0 0.243
```
Forces are in eV/Å.

The value obtained for the max |F| is 0.632 eV/A. For the gap between HOMO and LUMO, the calculation gives 7.3 eV. The value obtained for the HOMO energy is -8.13 eV.

[4]
DFT (wB97M-V/def2-TZVPD) results for C16H15AsN5RhS4 as an isolated structure.

```
42
Properties=species:S:1:pos:R:3:forces:R:3:nbo_charge:R:1
H 0.706 -4.556 4.265 0.0 0.0 0.0 0.221
C -0.352 2.778 -2.043 -0.1 -0.2 0.2 0.082
As -2.476 -2.165 -0.572 0.1 0.2 -0.1 0.915
C -0.921 -3.263 4.831 0.0 0.1 0.0 -0.194
H -2.489 -1.833 5.178 0.0 0.0 0.0 0.220
S -0.639 -1.772 -1.658 0.1 0.0 0.0 -0.701
H -1.796 -0.311 3.347 0.0 0.0 0.0 0.237
H 0.833 4.575 -4.711 0.0 0.0 0.0 0.221
C 1.353 1.455 -2.011 0.1 -0.1 0.1 0.419
H 3.280 0.528 -1.918 0.0 0.0 0.0 0.193
C -1.905 4.452 -2.665 0.1 0.0 -0.1 -0.216
N 1.589 2.342 -3.006 -0.1 0.0 -0.1 -0.534
C 2.299 -1.409 0.149 0.0 0.0 0.1 -0.274
C 2.239 0.291 -1.671 0.0 0.1 0.0 -0.264
S -2.844 -0.207 0.334 0.0 0.1 0.1 -0.589
C 0.182 -3.627 4.085 0.0 0.1 0.0 -0.236
S -2.380 -3.745 0.822 -0.1 -0.2 0.0 -0.462
H -2.854 4.957 -2.538 0.0 0.0 0.0 0.223
C -1.235 -1.206 3.576 0.0 0.0 0.0 -0.197
H 3.355 -1.583 0.390 0.0 0.0 0.0 0.196
C -1.618 -2.069 4.581 0.0 -0.1 0.0 -0.213
H 2.206 -3.557 1.961 0.0 0.0 0.0 0.424
H 2.385 0.636 0.353 0.0 0.0 0.0 0.390
H 2.379 2.326 -3.625 0.0 0.0 0.0 0.424
H 1.934 -0.558 -2.288 0.0 0.0 0.0 0.248
C -1.578 3.403 -1.830 0.0 0.0 0.0 -0.184
H -2.246 3.052 -1.054 0.0 0.0 0.0 0.240
H -1.336 5.697 -4.327 0.0 0.0 0.0 0.220
N 0.472 -0.916 1.729 -0.2 -0.2 0.2 -0.557
C 0.489 3.196 -3.068 0.3 0.0 -0.2 0.157
C -0.121 -1.562 2.823 -0.1 0.3 -0.2 0.157
H 2.006 -2.101 -0.643 0.0 0.0 0.0 0.256
N 0.228 1.686 -1.394 -0.2 0.3 -0.1 -0.521
C 0.174 4.254 -3.915 0.0 0.0 0.1 -0.254
H -1.266 -3.920 5.619 0.0 0.0 0.0 0.218
C 1.449 -1.697 1.350 0.1 0.0 -0.1 0.428
C 0.559 -2.744 3.080 0.3 -0.2 -0.1 0.098
C -1.040 4.873 -3.691 -0.1 0.0 0.1 -0.198
N 2.009 -0.055 -0.283 0.0 0.0 -0.1 -0.615
N 1.581 -2.790 2.131 -0.1 0.0 0.1 -0.521
Rh -0.531 0.121 -0.017 0.2 0.0 0.0 0.918
S -4.080 -2.975 -1.679 -0.1 -0.2 0.0 -0.373
```
Forces are in eV/Å.

The value obtained for the max |F| is 0.384 eV/A. For the gap between HOMO and LUMO (spin up / spin down), the calculation gives 7.1 / 6.1 eV. The value obtained for the HOMO energy (spin up / spin down) is -7.12 / -7.37 eV. For the energy above the lowest of the compared OMol25 structures with the same formula, charge and spin, the calculation gives 0.000 eV. Its multiplicity is 5.

[5]
DFT (wB97M-V/def2-TZVPD) results for C17H30BKNO6S as an isolated structure in a non-equilibrium geometry.

```
57
Properties=species:S:1:pos:R:3:forces:R:3:nbo_charge:R:1
H 9.127 -17.005 19.408 0.1 0.2 -0.3 0.248
H 14.176 -15.066 14.054 -0.2 -0.2 0.1 0.184
O 2.978 -15.089 17.395 0.0 -0.2 -0.1 -0.727
C 5.258 -14.328 17.348 0.8 0.4 -0.2 0.426
C 5.841 -12.338 18.749 -0.1 -0.5 0.9 0.414
C 13.900 -14.419 14.894 0.5 0.4 0.3 -0.395
H 14.804 -12.753 13.807 -0.1 -0.1 0.0 0.184
H 11.093 -13.088 13.456 -0.1 -0.1 0.4 0.244
K 9.292 -11.769 18.500 -0.5 0.1 0.2 0.940
H 14.753 -11.125 15.521 0.0 -0.1 -0.1 0.185
C 3.787 -14.223 17.793 -0.6 0.1 0.1 0.399
B 9.331 -9.031 19.924 0.1 0.2 0.1 -0.755
H 10.284 -8.834 19.174 0.3 -0.2 -0.2 -0.085
H 12.377 -14.906 20.041 0.1 0.1 0.0 0.212
C 11.930 -13.781 13.481 0.2 0.0 -1.3 -0.647
H 11.345 -11.139 14.383 0.0 0.0 0.0 0.243
H 12.708 -13.364 12.819 0.1 0.2 0.4 0.171
S 10.256 -15.000 18.956 -0.2 0.1 0.0 1.316
C 4.335 -12.176 19.129 -0.4 0.0 -0.4 0.423
C 14.300 -12.091 15.800 0.4 0.7 -0.2 -0.396
H 7.222 -13.392 17.564 0.0 -0.5 -0.2 0.166
C 6.187 -13.410 17.897 -0.3 0.7 0.1 -0.574
H 11.370 -10.921 17.110 0.1 0.0 0.0 0.233
H 10.302 -16.774 20.626 0.4 0.4 -0.1 0.219
H 9.029 -7.950 20.407 0.0 0.2 0.2 -0.059
C 12.450 -11.040 17.055 -0.4 0.4 0.1 -0.585
C 12.407 -14.135 14.907 -0.5 -0.2 -0.6 0.100
O 9.698 -14.199 20.084 0.2 0.2 -0.1 -0.989
H 2.398 -13.057 18.955 -0.1 0.0 -0.1 0.170
C 10.164 -16.682 19.544 -0.6 -1.1 0.4 -0.860
C 11.668 -15.438 15.269 0.1 0.3 0.0 -0.579
H 11.615 -14.664 12.906 -0.1 -0.1 0.4 0.186
H 12.198 -16.258 14.769 -0.2 -0.1 0.0 0.163
H 8.383 -9.479 19.336 -0.2 0.1 -0.3 -0.025
C 12.779 -11.862 15.812 0.7 0.5 0.2 0.105
H 10.798 -17.401 19.021 0.1 0.3 -0.2 0.212
H 14.139 -14.916 15.842 0.0 -0.2 -0.1 0.192
O 3.985 -11.220 19.841 0.1 -0.1 0.1 -0.693
C 14.768 -13.164 14.820 0.1 0.0 0.4 -0.395
H 12.860 -10.030 16.969 0.1 -0.1 0.0 0.188
O 5.580 -15.190 16.519 -0.1 -0.5 -0.2 -0.697
H 9.605 -9.840 20.800 0.3 -0.1 0.2 -0.064
C 3.423 -13.134 18.603 0.4 0.2 0.4 -0.572
H 13.001 -11.236 13.714 -0.1 0.0 -0.1 0.179
H 12.489 -15.484 18.319 0.1 -0.1 0.2 0.219
N 12.098 -13.135 15.912 -0.1 -0.6 0.7 -0.227
H 12.550 -9.919 14.800 0.1 0.0 0.1 0.192
C 12.404 -10.981 14.593 -0.3 -0.2 -0.1 -0.657
H 10.642 -15.374 14.916 -0.1 -0.1 0.1 0.239
H 11.634 -15.607 16.345 0.1 0.0 -0.1 0.197
H 14.717 -12.237 16.804 -0.4 -0.5 0.1 0.192
H 15.793 -13.449 15.092 0.1 0.1 -0.2 0.182
O 10.705 -13.002 16.019 0.2 0.4 0.1 -0.850
O 6.664 -11.588 19.314 0.0 0.0 -0.6 -0.709
C 12.037 -14.776 19.016 -0.2 -0.2 -0.5 -0.843
H 12.207 -13.793 18.575 0.1 0.1 0.2 0.270
H 12.811 -11.453 18.000 0.0 -0.3 -0.1 0.192
```
Forces are in eV/Å.

The value obtained for the max |F| is 1.365 eV/A. For the gap between HOMO and LUMO, the calculation gives 3.6 eV. The value obtained for the HOMO energy is 1.93 eV. Its total charge is -3.

[6]
DFT (wB97M-V/def2-TZVPD) results for C19H27AlBeCl5F7O19PS as an isolated structure in a non-equilibrium geometry.

```
81
Properties=species:S:1:pos:R:3:forces:R:3:mulliken_charge:R:1
O -0.593 -1.449 5.980 0.2 0.5 -0.5 -0.507
H 2.001 7.518 -0.450 -0.1 -0.1 -0.2 0.246
C -0.933 -2.171 -2.525 1.5 -0.5 0.0 -0.453
O -1.602 -6.638 -3.333 -1.4 0.2 1.2 -0.664
H -3.273 4.479 -2.334 -0.1 -0.1 -0.1 0.391
H -0.715 -1.353 5.017 -0.3 -0.5 0.1 0.347
O 1.907 2.914 -3.589 -0.1 0.0 0.1 -0.682
Cl -1.427 -7.233 2.712 -0.5 0.4 -0.2 -0.050
C -1.908 -3.365 -2.832 1.4 2.3 -1.2 0.910
H 6.557 3.741 1.317 0.0 -0.2 -0.2 0.307
H 1.863 1.954 -3.551 0.1 0.0 -0.1 0.292
Cl 1.363 -7.214 2.011 -0.3 0.1 0.2 0.013
O -3.673 3.651 0.463 0.0 -0.1 0.0 -0.386
O 2.989 4.344 1.155 0.1 -0.1 0.0 -0.545
O 0.049 0.493 5.156 0.2 0.4 0.1 -0.480
C -1.377 -1.956 0.521 -1.3 2.0 1.4 1.465
O -4.257 -1.778 -3.629 0.6 0.2 1.6 -0.356
H 1.421 2.265 1.763 0.1 0.0 0.0 0.569
C 2.436 4.383 0.088 -0.2 0.1 0.0 0.651
O 0.239 -2.372 -2.802 -2.9 0.3 -0.2 -0.602
H 6.785 0.847 2.382 -0.9 0.1 0.0 0.262
O -4.586 -3.603 -1.635 0.7 1.3 0.5 -0.335
H -2.963 5.591 0.372 -0.1 0.0 0.0 0.299
O -4.792 2.415 -1.039 0.0 -0.2 0.3 -0.612
H 3.445 2.041 0.295 0.0 0.2 0.0 -0.040
H 0.407 1.660 0.464 0.0 -0.1 -0.1 -0.256
C 6.438 2.977 2.078 -0.5 1.3 0.4 -0.821
C -2.089 -0.980 -0.483 0.6 0.3 0.1 0.160
C -1.514 -3.773 -4.288 -1.8 -0.1 -1.4 -1.212
H 5.417 2.996 2.448 -0.1 -0.3 -0.2 0.262
C -2.835 3.677 -1.739 0.4 -0.1 0.5 -0.486
H -3.942 -4.213 -1.227 -0.6 0.8 0.5 0.229
F -0.118 -2.182 0.250 0.2 -1.0 -0.7 -0.158
O 0.602 -5.944 -2.476 -1.0 0.4 -0.1 -0.512
C 1.410 1.611 0.892 0.0 0.2 0.1 -0.796
H -1.072 3.376 -0.539 0.0 0.0 0.0 -0.557
S -0.688 -5.605 -2.948 3.8 -0.2 -2.3 1.347
C -1.757 4.189 -0.789 0.1 0.1 -0.2 0.437
O -1.463 -4.468 -2.072 -1.2 0.0 0.1 0.111
H 2.047 3.185 -2.671 -0.1 0.1 -0.1 0.413
F -0.687 -5.726 -0.306 -1.6 0.1 2.2 -0.639
H 7.115 3.195 2.905 0.2 -0.4 -0.1 0.371
F -2.035 -0.001 -2.650 -0.8 -0.5 -0.3 -0.280
Al -3.263 -6.144 -1.216 1.6 -1.2 0.0 0.707
H -1.167 5.008 -1.195 0.0 0.0 0.1 0.403
C -3.882 3.147 -0.776 -0.1 0.2 -0.4 0.614
C -2.567 4.576 0.437 0.2 0.1 0.0 -0.590
O 2.019 5.483 -0.533 0.0 0.0 0.0 -0.357
F -2.102 0.237 0.090 0.2 0.3 0.1 -0.297
H 1.579 6.722 1.074 0.1 -0.1 0.1 0.301
H -5.137 -1.533 -3.302 0.0 0.4 -0.1 0.341
H 7.904 1.577 1.270 -0.2 0.6 -0.7 0.282
Cl 2.143 -1.644 -1.890 1.6 0.4 0.8 -0.226
C -1.403 -1.298 1.942 2.3 1.6 1.1 -0.493
F -2.151 -3.103 0.564 0.7 -1.0 0.0 -0.145
H -3.019 -0.485 2.466 -0.3 0.1 0.3 0.397
Be -1.047 -4.495 1.997 0.6 -1.4 -1.1 0.751
C 6.823 1.522 1.503 1.5 -1.1 0.8 -0.104
O 6.001 1.307 0.535 -0.3 0.1 -0.1 -0.259
F -0.233 -0.137 -1.551 0.4 -0.1 0.2 -0.130
O -0.374 -0.766 2.307 -1.9 -1.4 -0.6 -0.260
H -2.467 2.885 -2.385 -0.2 0.0 -0.2 0.146
H -1.385 -2.922 -4.950 0.7 0.1 0.1 0.515
Cl 0.383 -5.496 4.110 -0.3 0.7 -0.2 -0.037
H 2.443 1.350 -0.968 0.0 0.2 -0.1 0.195
O 0.258 0.116 7.340 0.1 0.2 0.0 -0.517
H 3.278 6.774 0.520 0.0 -0.1 0.1 0.310
O 2.110 3.329 -0.670 0.2 0.2 -0.1 -0.214
H 1.604 0.592 1.225 0.0 0.0 0.0 0.377
F -3.363 -1.344 -0.592 -0.4 -0.4 -0.6 -0.223
Cl 0.514 -8.345 4.531 -0.1 0.3 -0.1 -0.043
H -1.996 4.484 1.358 -0.2 -0.1 0.1 0.377
H -2.374 -4.299 -4.718 -0.1 0.0 0.1 0.579
P -3.826 -3.220 -3.049 -1.3 -3.1 -2.5 0.133
C 2.240 6.689 0.209 0.0 0.3 0.0 -0.697
C -1.341 -0.812 -1.844 0.3 -0.1 0.1 1.048
C -0.056 -0.196 6.199 -0.2 -0.7 0.1 0.762
C 2.442 2.044 -0.128 -0.1 -0.7 0.3 0.233
C 0.212 -7.081 3.346 0.9 -0.9 -0.3 0.260
O -2.546 -1.305 2.676 0.2 -0.4 -1.0 -0.431
O -0.445 -4.694 -4.297 -0.4 0.1 2.3 -0.362
```
Forces are in eV/Å.

The value obtained for the max |F| is 4.442 eV/A. For the gap between HOMO and LUMO, the calculation gives 2.0 eV. The value obtained for the HOMO energy is -9.80 eV. Its total charge is +1.